1.
Entry from the OMol25 dataset: a molecular structure, C17H17AuClF3N2O3S2Te (ωB97M-V with the def2-TZVPD basis set).

Geometry (Å):
F1 1.7548 -4.2324 1.1408
O1 0.1364 -1.8289 1.7257
C1 -1.3727 0.4587 -2.9028
C2 1.6709 3.7327 -3.5694
H1 0.3215 5.2773 -4.1937
Te1 1.6047 1.1621 -0.0852
H2 -0.7982 -3.1129 3.5573
C3 -0.5780 0.5283 -4.0276
H3 -2.8036 0.0607 -0.6330
Au1 -0.6821 0.8297 1.0936
H4 -1.1588 5.0271 -2.2288
O2 2.2232 -0.6580 2.1964
H5 0.1877 -1.9668 5.3579
H6 2.8442 2.1648 -2.7038
H7 2.3194 3.8384 -4.4292
F2 3.6210 -3.2067 1.5301
H8 -2.2366 1.1064 -2.8187
C4 -1.0765 -0.4293 -1.8529
N1 -2.3333 -1.6756 3.4313
C5 -1.8575 -0.4659 -0.6581
C6 -0.8675 -1.7358 5.2480
C7 -0.0052 3.4422 -1.3693
S1 -2.4059 0.9546 2.7438
N2 -1.0492 -0.4129 4.6464
H9 -2.7615 -1.9064 2.5509
C8 1.1231 2.6309 -1.4957
C9 -0.2853 4.3961 -2.3338
H10 -0.8056 1.2215 -4.8258
F3 2.3390 -2.5426 -0.0827
H11 -1.7721 -1.3466 -0.0311
H12 -0.6618 3.3199 -0.5161
C10 0.8627 -1.1848 -3.1115
C11 0.5424 -0.2880 -4.1217
C12 1.9654 2.7894 -2.5963
O3 1.5372 -2.5533 3.5910
Cl1 1.5632 -0.1732 -5.5205
H13 0.3043 -1.9458 -1.1929
H14 -0.5879 0.4312 4.9370
H15 1.7375 -1.8142 -3.2035
H16 -1.3736 -1.7762 6.2139
C13 0.0568 -1.2564 -1.9904
H17 -2.1812 -3.3926 4.6571
C14 -1.5396 -2.6423 4.2020
C15 0.5474 4.5368 -3.4373
S2 1.4719 -1.8917 2.3108
C16 2.3501 -3.0357 1.1702
C17 -1.8911 -0.4340 3.6276

## Properties
LUMO energy (alpha / beta) = 0.27 / -2.30 eV
2S+1 = 3
⟨S²⟩ = 2.0333
energy relative to the best compared isomer or geometry (same formula, charge and spin) = 5.6 kJ/mol

---

2.
Entry from the OMol25 dataset: a molecular structure, C31H25N4O5P2PtSe2 in a non-equilibrium geometry (ωB97M-V with the def2-TZVPD basis set).

Geometry (Å):
H1 -7.1871 0.9190 -2.1938
C1 1.2124 1.8217 3.2576
H2 3.7437 4.6935 -0.0468
C2 -5.6110 -1.8464 -1.6538
H3 3.6744 -0.2970 3.0127
C3 1.5765 -3.7042 -3.6564
C4 4.4027 -2.0041 1.9348
H4 -1.1823 4.7349 0.2001
C5 3.6729 -0.8339 2.0765
C6 2.7756 -2.2165 -5.1191
H5 4.9600 -3.5982 0.6199
H6 2.4936 6.7313 -0.6567
O1 -7.0012 -0.0367 -2.2205
Se1 3.1625 1.5740 -2.1634
C7 2.9474 -1.0194 -0.2063
O2 -4.6243 -2.2638 -0.7470
H7 1.1423 -4.6736 -3.4620
C8 0.5776 5.8643 -0.2593
H8 3.2717 -2.0239 -6.0578
C9 -0.4063 0.9225 -0.4379
C10 2.9501 -0.3419 1.0066
H9 2.5579 2.6913 0.7037
H10 1.4751 -0.7132 5.4762
Pt1 -3.2251 0.4019 0.4893
H11 1.0105 -2.8996 -1.7506
C11 2.6657 4.7061 0.0131
H12 -3.1766 -3.1331 1.2554
P1 2.1279 -0.2319 -1.6333
Se2 -2.3939 2.6444 1.5175
H13 -0.1651 -1.7269 3.9342
H14 -6.0099 -2.3899 0.8430
N1 -1.6367 -0.2111 -1.8445
C12 -0.1884 -0.0427 2.6214
C13 -4.9727 -2.1690 0.6056
H15 3.1566 -0.2509 -4.3460
H16 4.9847 -2.3779 2.7625
C14 1.5069 -2.7162 -2.6934
C15 1.9932 3.5694 0.4273
C16 4.3944 -2.6857 0.7282
C17 -0.1016 4.7295 0.1429
C18 -5.0215 -0.3520 2.5171
C19 1.6262 1.1134 4.3737
H17 2.3841 0.5748 1.0996
O3 -4.9633 0.8118 2.1338
C20 2.7141 -1.2205 -4.1601
C21 2.2175 -3.4582 -4.8632
H18 2.2842 -4.2401 -5.6040
H19 0.0251 6.7540 -0.5215
C22 -4.1359 -1.2446 1.4166
O4 -5.5092 -0.9976 3.3913
C23 1.1440 -0.1652 4.6075
C24 0.4057 0.1368 -1.2711
N2 -4.0041 -2.6308 1.5460
N3 -1.6761 0.6454 -0.8596
C25 0.2280 -0.7409 3.7383
C26 2.0901 -1.4757 -2.9475
H20 1.5777 2.8219 3.0762
C27 1.9624 5.8501 -0.3319
H21 3.6886 -2.7242 -1.2910
O5 -5.1521 0.4786 -1.1005
N4 -0.4158 -0.5181 -2.1151
C28 3.6767 -2.1949 -0.3492
C29 0.3245 1.2275 2.3693
H22 2.3250 1.5638 5.0630
C30 0.6018 3.5770 0.4831
H23 -0.9274 -0.4743 1.9459
H24 -6.5624 -2.3760 -1.4980
C31 -5.8726 -0.3440 -1.6132
H25 -5.2293 -2.0988 -2.6508
P2 -0.3601 2.1045 0.9357

## Properties
LUMO energy (alpha / beta) = -6.18 / -6.20 eV
total charge = +1
energy relative to the best compared isomer or geometry (same formula, charge and spin) = 502.3 kJ/mol

---

3.
Entry from the OMol25 dataset: 3 unconnected molecules or ions with the total composition C7H10BF2O10 in a non-equilibrium geometry (ωB97M-V with the def2-TZVPD basis set).

Geometry (Å):
F1 -0.3245 1.9468 2.0156
H1 4.8293 1.7408 0.3158
O1 3.0435 0.0534 -2.7191
C1 -1.0705 -2.6858 -0.3900
O2 -2.0576 -2.2155 0.5192
C2 -0.1875 -3.5188 0.4941
H2 -3.2400 1.7224 1.9959
H3 -2.1839 0.3692 1.5580
O3 -2.0778 1.7308 -2.0513
O4 -3.0154 1.3719 -0.0424
O5 2.6548 2.0274 -1.5952
O6 4.4185 1.0368 -0.1814
O7 -1.8844 -1.5440 2.6604
F2 -1.6746 -3.4445 -1.3435
H4 1.5951 1.4814 -3.3050
C3 -2.4919 1.3763 1.2833
C4 -1.4542 -2.1490 1.7329
H5 -0.5687 -1.8345 -0.8600
O8 -0.2911 -2.8411 1.7475
H6 -0.5556 -4.5421 0.6027
C5 1.9569 0.9813 -2.3749
H7 0.8439 -3.5483 0.1480
H8 1.6967 1.6287 0.9074
B1 3.0515 1.3156 -0.4496
C6 -1.9984 1.7317 -0.8721
H9 2.7636 -0.8216 -2.5106
O9 -0.8911 2.0916 -0.1672
O10 1.9951 0.8682 0.4136
H10 -1.5599 3.3645 1.3053
C7 -1.3219 2.3064 1.1627

## Properties
LUMO energy = 2.83 eV
total charge = -1